14
Properties=species:S:1:pos:R:3:forces:R:3:nbo_charge:R:1 method="wB97M-V/def2-TZVPD" total_charge=+1 energy_ev=-22798.436 largest_force_ev_per_a=5.2
C 1.458 2.036 0.272 2.2 -1.4 -0.5 1.0138
C -1.005 -1.804 -0.103 4.9 1.8 0.7 0.1298
C -1.136 0.715 -0.558 -0.3 -2.5 -0.7 0.3534
N -0.898 -0.544 -0.183 -0.1 2.0 -1.2 -0.3829
N -1.474 1.711 0.200 -0.2 1.8 0.9 -0.7049
O 0.931 3.057 0.254 -0.7 0.9 0.2 -0.5210
O 2.069 1.041 0.215 -1.0 0.7 0.3 -0.4905
Cl 2.609 -3.207 0.622 0.9 -0.6 -0.7 -0.3002
H -1.943 -2.193 -0.108 -2.6 -1.7 -0.2 0.2043
H 0.007 -2.401 0.072 -2.4 1.0 -0.4 0.2541
H -1.099 1.015 -1.633 0.4 -0.9 0.8 0.2546
H 3.524 -3.818 -0.127 -1.0 0.6 0.7 0.3068
H -1.396 2.689 -0.115 -0.1 -1.0 -0.3 0.4498
H -1.645 1.703 1.192 0.1 -0.7 0.3 0.4328